# 1
Here is a structure of composition C22H33OPb in a non-equilibrium geometry from the OMol25 dataset. Energies are from wB97M-V/def2-TZVPD.

XYZ file:
```
57
C22H33OPb, DFT wB97M-V/def2-TZVPD
C -1.8725 1.1408 1.9408
C -2.3777 0.0636 1.1428
C -2.2194 0.4225 -0.2386
C -1.6262 1.7285 -0.2870
C -1.4051 2.1649 1.0578
Pb 0.4877 -0.1215 0.7335
C 3.1100 0.3133 -2.2785
C 3.2010 0.5990 -0.9329
H 3.8443 -0.0539 -0.2981
C 2.2421 1.3726 -0.1969
H 1.7214 2.1239 -0.8287
H 2.6035 1.7881 0.7553
C 3.7872 -1.0131 -2.7953
H 4.1352 -1.7408 -2.0172
H 3.1579 -1.6343 -3.4841
H 4.6589 -0.6493 -3.3629
C 1.6837 0.4821 -2.9153
H 0.8042 0.4312 -2.2055
H 1.7351 1.5105 -3.3214
H 1.4258 -0.2713 -3.7076
C -3.0409 -1.1514 1.6600
H -2.4746 -1.6142 2.4830
H -4.0428 -0.9059 2.0504
H -3.1687 -1.9094 0.8762
C -2.6892 -0.3842 -1.3837
H -2.4499 -1.4487 -1.2534
H -3.7835 -0.3016 -1.4989
H -2.2311 -0.0586 -2.3267
C -1.3866 2.5454 -1.4958
H -1.5702 1.9718 -2.4124
H -2.0594 3.4189 -1.5118
H -0.3562 2.9313 -1.5389
C -0.8757 3.4773 1.4838
H -0.3478 3.9886 0.6673
H -1.6976 4.1367 1.8097
H -0.1770 3.3870 2.3314
C -1.9284 1.2299 3.4147
H -1.1521 1.8989 3.8155
H -2.9051 1.6329 3.7327
H -1.8087 0.2468 3.8941
C 0.3729 -2.4055 0.1875
C 1.0624 -2.7965 -1.1206
C -0.4072 -3.5125 0.3925
C 0.2471 -2.9744 -2.2371
H 2.0032 -2.5547 -1.5346
C -1.1671 -4.0501 -0.6974
H -0.3972 -3.9347 1.3685
C -0.9675 -3.5872 -2.0209
H 0.6569 -2.5190 -3.1564
H -1.8593 -4.8657 -0.5508
H -1.5377 -3.8045 -2.9122
C 2.3657 1.2024 3.4596
O 1.3680 0.2639 3.0230
H 3.1728 1.2636 2.7137
H 2.7776 0.9053 4.4317
H 1.8795 2.1854 3.5494
H 1.4781 -0.5644 3.5470
```

Results
Net charge   +1
Energy relative to the best compared isomer or geometry (same formula, charge and spin)   134.33 kcal per mole

Atom charges from the Löwdin analysis, given in e for atoms 1 to 8:
1 C -0.291
2 C -0.243
3 C -0.265
4 C -0.260
5 C -0.252
6 Pb 1.572
7 C -0.231
8 C -0.194

# 2
Here is an isolated molecule of C5H8N2S in a non-equilibrium geometry from the OMol25 dataset. Energies are from wB97M-V/def2-TZVPD.

XYZ file:
```
16
C5H8N2S, DFT wB97M-V/def2-TZVPD
C 1.2236 1.3404 1.4173
C 0.6121 0.6291 0.2506
N 1.3812 -0.4395 -0.3601
C 0.1492 -0.7537 0.2179
C -1.0581 -1.2046 -0.6527
S -2.6088 -0.8880 0.2283
C -0.9974 -0.6329 -2.0413
N -0.8515 -0.1662 -3.1095
H 1.5319 0.6194 2.1809
H 0.4010 1.9402 1.8619
H 2.1215 1.9658 1.1234
H -0.0420 1.2701 -0.4174
H 1.3567 -0.3735 -1.4257
H 0.2361 -1.4381 1.0941
H -1.0802 -2.2987 -0.8134
H -2.3754 0.4300 0.4458
```

Results
SMILES   C[C@H]1N[C@@H]1[C@@H](S)C#N
Energy relative to the best compared isomer or geometry (same formula, charge and spin)   46.58 kcal per mole

Atom charges from the Löwdin analysis, given in e for atoms 1 to 8:
1 C -0.060
2 C -0.364
3 N 0.056
4 C -0.387
5 C -0.616
6 S 0.773
7 C -0.244
8 N 0.156

# 3
Here is a cluster of 18 separate species, C38H61Cl16F5O30 in total in a non-equilibrium geometry from the OMol25 dataset. Energies are from wB97M-V/def2-TZVPD.

XYZ file:
```
150
C38H61Cl16F5O30, DFT wB97M-V/def2-TZVPD
C -11.1190 11.6529 -16.5050
O -11.0839 10.3138 -17.0276
C -12.1563 9.5735 -17.0396
O -13.2262 9.8592 -16.4275
O -11.9865 8.5143 -17.6964
C -13.0450 7.5673 -18.0120
H -11.8588 11.7020 -15.7060
H -11.5711 12.3850 -17.1741
H -10.1828 12.0448 -16.1074
H -12.5517 6.8625 -18.6814
H -13.8686 8.0710 -18.5180
H -13.6377 7.1623 -17.1918
C -20.0701 17.6134 -12.0464
O -19.1054 18.4227 -12.7672
C -19.6273 19.4510 -13.3898
O -20.7416 19.8368 -13.3746
O -18.5627 20.2229 -13.7971
C -18.6910 21.6156 -13.9961
H -20.8463 17.1166 -12.6286
H -20.5902 18.0934 -11.2175
H -19.4326 16.8262 -11.6439
H -17.7129 22.0871 -14.0924
H -19.2712 22.0944 -13.2073
H -19.2163 21.7767 -14.9374
C -15.5616 12.0466 -15.6579
O -16.7942 12.5249 -15.3444
C -16.9344 13.8503 -15.2701
O -16.2187 14.7277 -15.8263
O -17.9702 14.0519 -14.5787
C -18.5725 15.3351 -14.4248
H -15.4163 11.9138 -16.7300
H -15.4596 11.0546 -15.2180
H -14.7286 12.6594 -15.3134
H -19.4247 15.1464 -13.7720
H -18.8683 15.7712 -15.3790
H -17.9557 16.0576 -13.8903
C -15.5988 8.1248 -15.2014
O -15.9241 7.1670 -14.2458
C -15.0820 6.1805 -13.8988
O -13.9898 5.9617 -14.4217
O -15.5601 5.5748 -12.8225
C -14.6883 4.6502 -12.1640
H -14.9820 7.6764 -15.9803
H -15.1388 8.9763 -14.7001
H -16.5708 8.5357 -15.4746
H -14.3001 4.9587 -11.1934
H -14.0182 4.1698 -12.8769
H -15.3793 3.8546 -11.8853
C -20.1884 15.1356 -18.2933
O -20.8553 14.1414 -19.0478
C -22.1629 14.1651 -19.1185
O -22.8774 15.0982 -18.6270
O -22.6114 12.8903 -19.5073
C -24.0084 12.6688 -19.5038
H -20.1322 14.9876 -17.2148
H -20.6328 16.1308 -18.2806
H -19.1516 15.2160 -18.6198
H -24.1663 11.5992 -19.6423
H -24.5447 13.1371 -20.3291
H -24.6177 13.0195 -18.6709
C -11.6101 7.8830 -12.6446
C -11.9352 9.0003 -13.5485
O -10.6648 9.6626 -13.5973
C -10.0382 9.5528 -12.3517
O -9.0965 10.2564 -11.9326
O -10.7152 8.6489 -11.7520
F -12.8835 9.8196 -13.0391
H -11.0611 7.0651 -13.1112
H -12.4743 7.5180 -12.0898
H -12.3702 8.6570 -14.4870
C -14.6798 16.7421 -18.4262
C -13.4160 16.2494 -17.7899
O -12.4551 16.8075 -18.6728
C -12.9057 17.6830 -19.4837
O -12.3064 18.4051 -20.2722
O -14.2934 17.7788 -19.2516
F -13.4198 14.9366 -17.7380
H -15.3526 17.2602 -17.7428
H -15.1751 16.0310 -19.0873
H -13.5340 16.7413 -16.8243
C -15.9550 19.2462 -8.4721
C -16.4165 18.3823 -9.6350
O -16.4966 19.2893 -10.6996
C -16.4778 20.5809 -10.2948
O -16.5527 21.5999 -10.9306
O -16.2038 20.5827 -8.9514
F -17.5801 17.8617 -9.3668
H -14.9290 19.0150 -8.1857
H -16.5300 19.1722 -7.5491
H -15.7224 17.6096 -9.9655
C -18.0808 21.4872 -17.6830
C -17.4482 21.0828 -18.9310
O -17.5563 19.6605 -18.9541
C -17.6163 19.2274 -17.7347
O -17.6229 18.0596 -17.3892
O -17.8558 20.3229 -16.9141
F -16.1212 21.3892 -18.8722
H -19.1258 21.7829 -17.7752
H -17.4042 22.2673 -17.3340
H -17.9720 21.6639 -19.6900
C -17.2198 11.2574 -21.5492
C -18.4048 11.2000 -20.6261
O -18.4325 12.5704 -20.1596
C -17.4074 13.2606 -20.5493
O -17.2446 14.4788 -20.3490
O -16.5153 12.4706 -21.2382
F -18.0746 10.4728 -19.5455
H -17.4094 11.1364 -22.6158
H -16.6098 10.3629 -21.4239
H -19.2608 10.6668 -21.0394
C -22.5499 14.4906 -10.4321
Cl -22.7846 13.0825 -11.5587
Cl -23.0165 16.0339 -11.2112
H -22.9269 14.3337 -9.4215
H -21.4626 14.5039 -10.3573
C -13.9332 12.3286 -19.0844
Cl -14.5469 10.6696 -19.3330
Cl -12.3863 12.5090 -19.9872
H -14.6913 13.0699 -19.3372
H -13.8373 12.5239 -18.0164
C -17.6395 9.4183 -12.3455
Cl -15.8534 9.7066 -12.0987
Cl -18.4135 10.8910 -12.9121
H -17.7621 8.6784 -13.1365
H -18.1600 9.0554 -11.4592
C -17.4506 13.6202 -10.2455
Cl -15.6731 13.7045 -9.9347
Cl -18.3226 15.0809 -9.6691
H -17.3706 13.5685 -11.3313
H -17.7713 12.6672 -9.8247
C -12.0320 12.9375 -12.3102
Cl -12.5116 11.8990 -10.9464
Cl -13.5248 13.5666 -13.1532
H -11.3331 13.6875 -11.9397
H -11.5354 12.3328 -13.0691
C -22.7899 18.8247 -16.5321
Cl -23.3483 18.6394 -14.8858
Cl -20.9965 18.9702 -16.6464
H -22.9659 17.9163 -17.1083
H -23.3495 19.6399 -16.9908
C -9.6766 15.4910 -14.2396
Cl -10.6058 16.7930 -13.5443
Cl -10.5121 14.8556 -15.6199
H -8.7152 15.8741 -14.5818
H -9.6469 14.6443 -13.5538
C -15.5096 18.1944 -13.4653
Cl -15.0018 18.0931 -15.1870
Cl -15.1460 16.7026 -12.4991
H -15.0865 19.1408 -13.1285
H -16.5736 18.4085 -13.3646
```

Atom charges from the Löwdin analysis, given in e for atoms 1 to 8:
1 C -0.053
2 O 0.038
3 C -0.664
4 O 0.021
5 O 0.050
6 C 0.010
7 H 0.076
8 H 0.051

Number 1: E_tot -1125.64127 hartree. Number 2: E_tot -702.95579 hartree. Number 3: E_tot -11604.05137 hartree.